Entry 1:
{
  "formula": "C31H34N12O3S3Sc",
  "method": "ωB97M-V with the def2-TZVPD basis set",
  "species": ["Sc", "N", "C", "C", "C", "C", "C", "C", "S", "O", "O", "N", "C", "N", "C", "C", "C", "N", "H", "H", "H", "H", "H", "H", "H", "H", "H", "N", "C", "O", "C", "C", "H", "H", "H", "H", "H", "H", "N", "C", "C", "C", "C", "C", "C", "N", "C", "C", "C", "S", "C", "N", "H", "H", "H", "H", "H", "H", "H", "N", "C", "C", "C", "C", "C", "N", "H", "H", "H", "H", "H", "H", "S", "C", "N", "C", "C", "N", "H", "H", "H", "H", "H", "H"],
  "coordinates": [[0.868, 0.504, 0.046], [-6.372, 3.518, -1.135], [-5.239, 2.763, -1.273], [-4.786, 2.389, -2.549], [-3.629, 1.663, -2.692], [-2.900, 1.297, -1.562], [-3.344, 1.631, -0.288], [-4.510, 2.355, -0.146], [-1.475, 0.317, -1.766], [-1.240, -0.348, -0.462], [-1.685, -0.551, -2.889], [-0.069, 1.120, -1.895], [0.044, 2.438, -2.303], [1.182, 3.031, -1.906], [1.345, 4.303, -2.258], [0.405, 5.006, -2.988], [-0.722, 4.293, -3.357], [-0.907, 3.017, -3.034], [-6.977, 3.647, -1.924], [-6.787, 3.624, -0.228], [-5.364, 2.669, -3.422], [-3.278, 1.365, -3.672], [-2.787, 1.297, 0.578], [-4.882, 2.597, 0.844], [2.269, 4.773, -1.932], [0.551, 6.040, -3.265], [-1.511, 4.751, -3.944], [-0.842, 4.001, 2.011], [-0.037, 3.161, 1.356], [-0.517, 2.263, 0.644], [1.446, 3.326, 1.461], [2.124, 1.968, 1.256], [-1.840, 3.883, 1.959], [-0.466, 4.700, 2.624], [1.708, 3.829, 2.395], [1.714, 4.004, 0.645], [2.335, 1.527, 2.236], [3.096, 2.133, 0.785], [4.382, -2.238, 0.992], [3.867, -2.577, 2.226], [4.342, -3.423, 3.221], [3.579, -3.519, 4.366], [2.392, -2.787, 4.507], [1.929, -1.948, 3.512], [2.679, -1.845, 2.340], [2.478, -1.105, 1.164], [3.523, -1.367, 0.415], [3.790, -0.736, -0.867], [4.794, -1.020, -1.735], [4.759, 0.081, -3.037], [3.399, 0.844, -2.347], [2.994, 0.321, -1.232], [5.249, -2.562, 0.602], [5.268, -3.974, 3.112], [3.908, -4.162, 5.172], [1.829, -2.874, 5.428], [1.028, -1.367, 3.638], [5.542, -1.797, -1.680], [2.920, 1.699, -2.805], [1.313, -1.225, -3.460], [0.961, -2.192, -2.548], [0.656, -3.488, -3.003], [0.324, -4.462, -2.100], [0.301, -4.141, -0.742], [0.620, -2.857, -0.384], [0.955, -1.876, -1.245], [1.022, -1.432, -4.402], [1.031, -0.296, -3.174], [0.671, -3.687, -4.067], [0.078, -5.461, -2.438], [0.051, -4.875, 0.011], [0.618, -2.578, 0.662], [-0.813, 0.031, 2.639], [-1.726, -1.384, 2.634], [-2.209, -1.979, 3.736], [-3.052, -3.139, 3.447], [-2.977, -3.219, 1.905], [-2.102, -2.097, 1.567], [-2.060, -1.599, 4.653], [-4.071, -2.982, 3.797], [-2.659, -4.037, 3.920], [-3.955, -3.106, 1.442], [-2.548, -4.160, 1.567], [-2.000, -1.708, 0.640]],
  "homo_lumo_gap_ev": 8.18,
  "multiplicity": 1,
  "e_above_lowest_kj_mol": 33.3,
  "fmax_ev_per_a": 0.51,
  "homo_ev": -10.186,
  "e_tot_ha": -4039.879031,
  "total_charge": 1
}

---

Entry 2:
{
  "formula": "C3H6O3",
  "method": "ωB97M-V with the def2-TZVPD basis set",
  "species": ["C", "C", "O", "C", "O", "O", "H", "H", "H", "H", "H", "H"],
  "coordinates": [[-0.802, -1.056, -0.462], [-0.174, 0.062, 0.362], [-0.777, 1.323, 0.119], [1.309, 0.162, 0.089], [1.937, -0.646, 0.762], [1.791, 1.317, -0.330], [-1.820, -1.250, -0.127], [-0.824, -0.780, -1.518], [-0.221, -1.969, -0.346], [0.177, -0.416, 1.435], [-1.635, 1.350, 0.553], [1.039, 1.903, -0.537]],
  "smiles": "C[C@H](O)C(=O)O",
  "homo_lumo_gap_ev": 10.67,
  "multiplicity": 1,
  "e_above_lowest_kj_mol": 153.0,
  "fmax_ev_per_a": 3.67,
  "homo_ev": -10.217,
  "e_tot_ha": -343.596268
}